Record 1
13
Properties=species:S:1:pos:R:3 method="wB97M-V/def2-TZVPD" lumo_energy_ev=3.44 largest_force_ev_per_a=3.40 total_charge=-1 e_homo_ev=-4.5 smiles="CSP(=O)([O-])SC" relative_energy_ev=0.000
C -0.874 2.455 1.092
S -1.840 0.977 0.718
P 0.060 0.227 -0.338
O 1.148 0.062 0.634
O 0.286 0.876 -1.673
S -0.794 -1.703 -0.605
C 0.877 -2.572 -0.862
H -1.545 3.097 1.711
H -0.505 2.716 0.098
H -0.049 2.128 1.719
H 1.361 -2.066 -0.057
H 1.340 -2.547 -1.857
H 0.537 -3.653 -0.578

***

Record 2
16
Properties=species:S:1:pos:R:3 method="wB97M-V/def2-TZVPD" lumo_energy_ev=2.63 largest_force_ev_per_a=6.22 total_charge=-1 e_homo_ev=-3.1 relative_energy_ev=0.805
I 0.062 2.099 6.112
C -2.499 -0.685 0.709
C -1.002 -0.786 0.640
O -0.453 -0.248 -0.519
C 0.716 0.219 -0.576
O 1.565 0.378 0.328
O 1.015 0.411 -1.829
C 2.343 0.551 -2.228
H -3.011 -1.221 -0.090
H -2.785 0.355 0.554
H -2.848 -0.983 1.698
H -0.573 -1.788 0.682
H -0.633 -0.282 1.533
H 2.506 0.400 -3.295
H 3.008 -0.028 -1.587
H 2.589 1.608 -2.132

***

Record 3
11
Properties=species:S:1:pos:R:3 method="wB97M-V/def2-TZVPD" lumo_energy_ev="-2.96 / -2.38" largest_force_ev_per_a=3.75 e_homo_ev="-10.0 / -10.0" relative_energy_ev=1.769
O 1.508 -0.944 1.238
C 1.905 -0.002 0.599
N 1.166 1.083 0.242
C -0.085 1.265 0.117
Br -0.628 3.120 0.031
N -1.158 0.528 0.012
C -1.582 -0.656 -0.309
Br -3.178 -1.298 0.466
N -0.819 -1.553 -0.862
O -0.071 -1.659 -1.787
H 2.942 0.114 0.255

***

Record 4
45
Properties=species:S:1:pos:R:3 method="wB97M-V/def2-TZVPD" lumo_energy_ev="-3.06 / -2.81" largest_force_ev_per_a=1.33 s_squared=3.85 spin_multiplicity=4 total_charge=+1 e_homo_ev="-10.8 / -11.0" relative_energy_ev=0.159
Cr -0.255 -0.361 0.750
N 0.158 -2.265 1.736
C 0.123 -2.096 3.203
C -1.024 -1.157 3.563
N -1.001 0.068 2.731
C -0.206 1.190 3.280
C 1.285 0.988 3.023
N 1.483 0.504 1.633
H 1.024 -2.715 1.452
H -0.576 -2.913 1.466
H -0.016 -3.047 3.721
H 1.080 -1.690 3.525
H -1.967 -1.674 3.373
H -0.982 -0.908 4.626
H -1.955 0.411 2.656
H -0.534 2.093 2.765
H -0.387 1.313 4.351
H 1.798 1.935 3.188
H 1.704 0.266 3.721
H 1.628 1.306 1.023
H 2.332 -0.049 1.564
Cl -2.372 -1.102 0.019
C -2.654 -2.768 -0.556
Cl -2.789 -3.934 0.775
H -1.823 -3.044 -1.198
H -3.600 -2.760 -1.083
O -0.776 1.012 -4.860
C 0.345 1.652 -4.266
C 0.428 1.249 -2.783
C 1.732 1.841 -2.233
O 2.896 1.290 -2.807
C 0.411 -0.282 -2.761
Se 1.018 -1.196 -1.128
C -0.798 1.837 -2.079
Se -0.836 1.843 -0.105
H -0.750 1.163 -5.808
H 0.250 2.742 -4.339
H 1.280 1.355 -4.750
H 1.741 1.728 -1.146
H 1.750 2.911 -2.451
H 2.964 0.365 -2.548
H 1.064 -0.679 -3.536
H -0.595 -0.633 -2.972
H -1.698 1.318 -2.401
H -0.901 2.892 -2.333

***

Record 5
71
Properties=species:S:1:pos:R:3 method="wB97M-V/def2-TZVPD" lumo_energy_ev="4.03 / 4.02" largest_force_ev_per_a=0.40 s_squared=0.77 spin_multiplicity=2 total_charge=-2 e_homo_ev="-0.7 / -1.9"
Tl -1.212 1.289 0.490
N 2.917 3.462 0.047
C 3.995 2.595 -0.051
C 5.253 3.038 -0.456
C 6.331 2.163 -0.506
C 6.160 0.823 -0.176
C 4.900 0.376 0.215
C 3.829 1.251 0.307
S 2.283 0.785 0.976
N 1.247 1.771 0.075
C 1.577 3.049 -0.056
C 0.585 4.018 -0.347
C 0.864 5.392 -0.594
C -0.167 6.271 -0.793
C -1.491 5.810 -0.757
C -1.696 4.457 -0.536
N -0.716 3.576 -0.363
H 3.106 4.424 -0.162
H 5.384 4.083 -0.724
H 7.302 2.530 -0.815
H 6.992 0.133 -0.226
H 4.745 -0.666 0.475
H 1.878 5.769 -0.611
H 0.046 7.321 -0.961
H -2.337 6.474 -0.861
H -2.697 4.045 -0.479
S -4.892 0.812 3.621
Sb -3.737 2.385 2.450
S -3.712 1.796 0.091
S -1.363 2.104 2.872
S -4.342 4.566 2.674
C -3.768 -1.181 -1.985
Si -3.154 -2.098 -0.469
C -3.208 -3.937 -0.906
C -4.395 -1.873 0.892
Ge -0.933 -1.347 0.069
Si 0.454 -1.948 -1.776
C -0.108 -1.026 -3.311
C 0.339 -3.794 -2.154
C 2.297 -1.635 -1.644
Si -0.299 -2.409 2.107
C 1.436 -1.998 2.677
C -1.473 -1.942 3.468
C -0.334 -4.281 1.872
H -4.826 -1.416 -2.146
H -3.213 -1.455 -2.886
H -3.684 -0.102 -1.833
H -4.251 -4.210 -1.109
H -2.851 -4.566 -0.087
H -2.619 -4.174 -1.794
H -5.345 -2.309 0.563
H -4.547 -0.815 1.115
H -4.108 -2.348 1.830
H -1.083 -1.377 -3.657
H 0.620 -1.174 -4.117
H -0.190 0.046 -3.114
H -0.671 -4.095 -2.436
H 0.635 -4.396 -1.290
H 1.012 -4.038 -2.985
H 2.533 -0.570 -1.637
H 2.770 -2.102 -2.518
H 2.728 -2.073 -0.739
H 1.512 -0.943 2.957
H 2.182 -2.192 1.902
H 1.674 -2.611 3.554
H -1.468 -0.858 3.629
H -1.178 -2.436 4.401
H -2.504 -2.214 3.246
H 0.356 -4.597 1.084
H -1.333 -4.634 1.605
H -0.037 -4.774 2.806

***

Record 6
103
Properties=species:S:1:pos:R:3 method="wB97M-V/def2-TZVPD" lumo_energy_ev=-7.64 largest_force_ev_per_a=2.89 total_charge=+3 e_homo_ev=-14.5 relative_energy_ev=1.528
Ta 1.196 -0.853 1.770
C 3.709 -4.251 6.496
C 4.549 -3.917 5.268
N 3.784 -3.959 4.034
C 2.957 -2.999 3.651
S 2.163 -3.186 2.098
N 2.766 -1.963 4.426
N 2.069 -0.932 3.987
C 1.783 0.024 4.826
C 2.089 -0.067 6.283
C 1.181 1.215 4.267
C 0.928 2.344 5.058
C 0.491 3.511 4.461
C 0.275 3.519 3.087
C 0.493 2.349 2.377
N 0.940 1.229 2.938
H 4.339 -4.175 7.377
H 3.315 -5.262 6.444
H 2.880 -3.556 6.593
H 5.365 -4.633 5.175
H 4.964 -2.912 5.379
H 3.861 -4.773 3.442
H 2.523 -1.037 6.505
H 1.174 0.054 6.861
H 2.790 0.704 6.598
H 1.095 2.305 6.121
H 0.331 4.400 5.051
H -0.061 4.409 2.580
H 0.313 2.301 1.312
C 4.321 1.385 3.268
C 4.436 0.616 1.992
C 5.650 0.516 1.339
C 5.720 -0.131 0.110
C 4.570 -0.626 -0.465
C 3.374 -0.544 0.256
N 3.325 0.048 1.476
N 2.170 -1.057 -0.070
Si 1.831 -1.654 -1.716
C 1.751 -0.034 -2.741
C 0.183 -2.613 -1.613
C 3.124 -2.890 -2.384
H 5.197 2.016 3.397
H 4.259 0.714 4.124
H 3.433 2.015 3.261
H 6.532 0.950 1.778
H 6.667 -0.231 -0.397
H 4.587 -1.087 -1.434
H 1.550 0.815 -2.094
H 0.984 -0.062 -3.508
H 2.697 0.156 -3.240
H 0.002 -2.998 -0.614
H 0.211 -3.467 -2.281
H -0.663 -2.003 -1.907
H 3.878 -2.419 -3.009
H 2.632 -3.630 -3.006
H 3.632 -3.430 -1.590
C -6.175 -0.511 -1.973
C -4.968 -1.393 -2.270
N -3.752 -0.843 -1.686
C -3.303 -1.354 -0.539
C -2.154 -0.950 0.088
C -1.689 -1.726 1.269
O -2.436 -2.298 2.026
O -0.386 -1.720 1.418
C -1.380 0.146 -0.418
O -0.325 0.570 0.113
C -1.944 0.751 -1.613
C -1.336 1.877 -2.179
C -1.765 2.402 -3.367
F -1.118 3.501 -3.807
C -2.820 1.820 -4.115
C -3.481 0.763 -3.486
C -3.079 0.216 -2.264
N -3.211 2.268 -5.361
C -2.505 3.373 -6.007
C -3.038 3.623 -7.416
N -4.520 3.554 -7.395
C -4.993 2.179 -7.046
C -3.878 1.412 -6.322
H -7.058 -0.945 -2.432
H -6.039 0.503 -2.341
H -6.346 -0.456 -0.902
H -4.824 -1.526 -3.344
H -5.132 -2.385 -1.846
H -3.869 -2.167 -0.104
H -0.500 2.332 -1.669
H -4.347 0.351 -3.969
H -1.427 3.185 -6.088
H -2.648 4.276 -5.405
H -2.665 2.893 -8.136
H -2.715 4.612 -7.745
H -4.909 3.838 -8.300
H -4.859 4.224 -6.693
H -5.252 1.639 -7.960
H -5.887 2.262 -6.425
H -3.150 1.032 -7.049
H -4.323 0.544 -5.846
C -1.862 -0.031 4.246
O -0.774 -0.887 3.887
H -1.941 0.048 5.335
H -2.803 -0.408 3.844
H -1.662 0.954 3.825
H -1.074 -1.790 4.068

***

Record 7
16
Properties=species:S:1:pos:R:3 method="wB97M-V/def2-TZVPD" lumo_energy_ev=0.94 largest_force_ev_per_a=4.03 e_homo_ev=-8.4 smiles="C=C(C)CSC" relative_energy_ev=1.452
C 0.974 -1.073 1.059
C 0.713 -0.462 -0.067
C 1.464 0.610 -0.630
C -0.541 -0.912 -0.901
S -2.163 -0.623 -0.216
C -1.780 0.996 0.626
H 0.495 -1.998 1.550
H 1.899 -0.770 1.583
H 1.907 0.243 -1.584
H 2.293 0.993 0.035
H 0.917 1.495 -0.911
H -0.468 -1.953 -1.069
H -0.508 -0.300 -1.794
H -1.314 0.652 1.559
H -2.682 1.547 0.760
H -1.205 1.555 -0.001

***

Record 8
6
Properties=species:S:1:pos:R:3 method="wB97M-V/def2-TZVPD" lumo_energy_ev=-0.36 largest_force_ev_per_a=1.89 e_homo_ev=-9.3 smiles="O=c1[nH]c1=S" relative_energy_ev=1.830
O -0.625 -2.372 -1.534
C -0.425 -1.196 -1.461
N -0.074 -0.184 -0.647
C -0.484 0.208 -1.939
S -0.817 1.517 -2.720
H -0.122 0.084 0.347

***

Record 9
13
Properties=species:S:1:pos:R:3 method="wB97M-V/def2-TZVPD" lumo_energy_ev=4.04 largest_force_ev_per_a=2.25 total_charge=-1 e_homo_ev=-2.6 relative_energy_ev=0.901
C -1.727 2.157 0.229
S -1.825 0.580 -0.712
H -1.757 3.019 -0.497
H -0.787 2.252 0.803
H -2.563 2.317 0.919
C 2.576 -2.094 0.978
C 2.032 -1.322 -0.005
N 1.150 -0.316 0.106
H 2.201 -1.922 1.975
H 3.351 -2.808 0.748
H 2.274 -1.700 -0.994
H 0.712 -0.344 1.016
H 0.512 -0.025 -0.653

***

Record 10
109
Properties=species:S:1:pos:R:3 method="wB97M-V/def2-TZVPD" lumo_energy_ev=0.18 largest_force_ev_per_a=9.10 e_homo_ev=-9.0 smiles="COC[C@H](C)N.COC[C@H](C)N.COC[C@H](C)N.NC(N)=O.NC(N)=O.NC(N)=O.NC(N)=O.NC(N)=O.CCO.CCO" relative_energy_ev=7.670
C 5.514 -2.546 -3.074
O 5.654 -2.912 -4.426
C 6.677 -2.292 -5.175
C 6.880 -2.706 -6.654
C 8.332 -2.434 -7.177
N 5.828 -2.012 -7.460
H 5.166 -1.515 -3.002
H 6.458 -2.716 -2.556
H 4.793 -3.142 -2.514
H 6.384 -1.242 -5.170
H 7.638 -2.344 -4.662
H 6.640 -3.763 -6.769
H 9.009 -3.218 -6.839
H 8.750 -1.476 -6.869
H 8.473 -2.521 -8.254
H 4.993 -1.872 -6.911
H 6.047 -1.051 -7.678
C 7.465 1.584 4.521
O 6.660 1.012 3.458
C 5.389 0.503 3.882
C 4.634 0.190 2.634
C 4.498 1.368 1.649
N 3.393 -0.453 3.022
H 8.440 1.911 4.161
H 7.614 0.834 5.297
H 6.941 2.443 4.939
H 5.273 -0.300 4.610
H 4.786 1.359 4.184
H 5.268 -0.574 2.183
H 5.482 1.774 1.412
H 3.843 2.149 2.036
H 4.128 1.077 0.667
H 3.456 -1.461 3.035
H 3.181 -0.136 3.957
C -5.541 2.670 1.369
O -6.614 2.867 2.280
C -7.403 4.016 2.044
C -8.498 4.159 3.101
C -9.617 5.191 2.861
N -8.087 4.312 4.501
H -6.032 2.490 0.413
H -4.972 1.829 1.765
H -4.933 3.563 1.221
H -6.761 4.896 2.002
H -7.880 3.859 1.077
H -9.022 3.212 2.975
H -10.387 4.978 3.603
H -9.925 5.166 1.816
H -9.208 6.151 3.175
H -7.275 3.712 4.540
H -8.701 3.854 5.160
N -0.855 -1.612 0.783
C -0.616 -1.406 -0.487
N 0.697 -1.378 -0.706
O -1.458 -1.226 -1.295
H -1.809 -1.699 1.103
H -0.018 -1.963 1.225
H 1.302 -1.093 0.051
H 0.886 -1.361 -1.698
N -6.691 -4.679 1.400
C -5.894 -3.732 1.621
N -6.441 -2.769 0.953
O -4.903 -3.768 2.343
H -6.536 -5.607 1.769
H -7.191 -4.587 0.528
H -6.187 -1.793 1.013
H -7.212 -3.022 0.353
N 2.156 1.277 -6.953
C 1.825 0.802 -5.838
N 0.558 0.468 -5.733
O 2.617 0.543 -5.026
H 1.427 1.416 -7.638
H 3.147 1.453 -7.037
H 0.137 0.441 -6.651
H 0.130 0.135 -4.882
N 1.190 -6.234 5.227
C 0.655 -5.563 4.280
N -0.584 -5.299 4.576
O 1.278 -5.188 3.310
H 2.187 -6.303 5.082
H 0.754 -6.272 6.137
H -1.153 -4.695 4.000
H -0.892 -5.803 5.395
N -3.292 -3.404 -4.711
C -4.377 -3.885 -4.247
N -4.572 -3.437 -3.102
O -5.057 -4.734 -4.801
H -2.739 -2.897 -4.035
H -2.978 -3.653 -5.638
H -5.378 -3.778 -2.597
H -4.006 -2.624 -2.905
C -0.284 4.922 -1.127
C 0.376 3.672 -1.660
O 1.239 3.969 -2.695
H 0.448 5.599 -0.687
H -0.987 4.807 -0.302
H -0.891 5.268 -1.964
H -0.310 2.978 -2.145
H 0.832 3.221 -0.779
H 1.709 3.174 -2.957
C -1.295 2.815 4.626
C -0.030 3.566 5.028
O -0.420 4.565 5.903
H -1.116 2.127 3.799
H -2.021 3.538 4.252
H -1.641 2.317 5.531
H 0.449 3.901 4.108
H 0.714 2.877 5.427
H 0.293 5.173 6.113

***

Record 11
85
Properties=species:S:1:pos:R:3 method="wB97M-V/def2-TZVPD" lumo_energy_ev="-5.87 / -6.49" largest_force_ev_per_a=0.59 s_squared=0.76 spin_multiplicity=2 total_charge=+2 e_homo_ev="-12.7 / -12.8" relative_energy_ev=0.923
Re 0.512 0.015 -0.037
Br 6.555 4.263 1.370
C 5.131 3.036 1.305
C 4.498 2.646 2.495
C 3.455 1.749 2.485
C 2.989 1.230 1.271
O 1.988 0.370 1.275
C 3.636 1.612 0.080
C 3.289 0.950 -1.126
N 2.239 0.209 -1.291
C 2.148 -0.582 -2.472
C 2.563 -0.255 -3.730
C 2.486 -1.223 -4.760
C 2.020 -2.484 -4.519
C 1.562 -2.835 -3.224
C 1.055 -4.102 -2.863
C 0.622 -4.315 -1.581
C 0.649 -3.254 -0.664
N 1.109 -2.057 -0.962
C 1.600 -1.856 -2.218
C 4.720 2.510 0.109
H 4.841 3.063 3.432
H 2.961 1.459 3.402
H 3.999 1.003 -1.949
H 2.946 0.732 -3.956
H 2.816 -0.950 -5.752
H 1.988 -3.220 -5.311
H 1.016 -4.895 -3.600
H 0.242 -5.278 -1.270
H 0.253 -3.387 0.337
H 5.220 2.783 -0.812
N -2.564 4.644 -1.713
C -1.776 3.971 -2.223
N -0.866 3.190 -2.802
C -0.439 2.198 -2.149
N -0.005 1.250 -1.612
C 1.259 -2.910 4.451
N 1.232 -2.320 3.103
C 2.446 -2.474 2.305
C 0.155 -1.679 2.723
O -0.048 -1.054 1.656
H 2.002 -3.702 4.463
H 0.292 -3.340 4.699
H 1.533 -2.160 5.191
H 2.621 -3.537 2.135
H 3.290 -2.060 2.855
H 2.349 -1.951 1.363
H -0.668 -1.727 3.442
F -5.666 -2.511 -2.703
C -4.556 -3.256 -2.699
F -4.805 -4.368 -2.003
F -4.276 -3.598 -3.956
C -3.417 -2.475 -2.078
C -2.575 -1.707 -2.860
C -1.577 -0.972 -2.245
N -1.375 -0.977 -0.917
C -2.183 -1.755 -0.177
C -3.216 -2.500 -0.707
H -2.682 -1.672 -3.935
H -0.910 -0.357 -2.827
H -1.976 -1.790 0.881
H -3.837 -3.104 -0.060
C -4.253 2.859 1.801
N -3.696 1.575 1.271
C -3.478 1.693 -0.198
C -2.453 1.067 2.012
C -1.278 1.982 1.863
C -1.295 3.126 2.673
C -0.395 4.158 2.498
C 0.517 4.058 1.459
C 0.569 2.903 0.697
C -0.262 1.791 0.907
H -5.183 3.060 1.276
H -3.541 3.655 1.602
H -4.434 2.757 2.868
H -4.411 0.866 1.428
H -2.734 2.468 -0.365
H -4.412 1.991 -0.667
H -3.138 0.738 -0.585
H -2.267 0.082 1.597
H -2.771 0.966 3.051
H -2.042 3.204 3.455
H -0.425 5.030 3.135
H 1.199 4.871 1.246
H 1.310 2.865 -0.092